C5H10N3OS | wB97M-V/def2-TZVPD

Its total charge is +1. For the largest force on an atom, the calculation gives 4.91 eV/Å. The value obtained for the LUMO energy is -4.69 eV. The relative energy (zero: lowest compared OMol25 entry of this formula, charge and spin) is 47.1 kcal per mole. The total energy is -833.8721 Ha.

Geometry as XYZ:
```
20
Properties=species:S:1:pos:R:3:forces:R:3:mulliken_charge:R:1
C 0.5614 -1.0277 0.4132 2.043 -0.950 -0.408 0.787
C 0.7104 1.9397 2.3756 -4.274 1.100 -1.199 0.792
C -0.1755 -1.7646 1.4610 -2.145 2.439 0.806 -1.400
C -1.1239 0.4588 -2.2215 -2.461 1.129 0.476 -1.015
C -0.8162 1.6474 -1.2785 -0.044 0.470 -3.235 -0.325
N 0.3477 0.1969 0.1252 -0.375 -1.466 -0.753 0.690
N 1.6252 -1.7653 -0.0820 0.302 1.148 -0.741 -0.426
N 0.0419 1.2843 -0.2229 1.157 1.775 1.229 -0.722
O -0.3681 2.1957 2.0452 -0.417 0.437 0.848 -0.383
S 2.0993 1.5117 2.6472 4.602 -1.198 1.212 -0.372
H 0.5166 -2.0360 2.2350 0.096 0.025 0.641 0.415
H -1.1116 -1.1978 1.8296 1.765 -0.832 -0.307 0.322
H -0.5238 -2.6218 0.9809 -0.663 -1.685 -0.617 0.486
H -0.2757 -0.0571 -2.6015 0.811 -0.162 -0.510 0.344
H -1.6949 -0.2815 -1.5368 0.451 1.033 -1.656 0.280
H -1.7604 0.9486 -3.0736 0.982 -1.597 1.520 0.329
H -1.8129 1.9348 -0.9421 0.299 0.336 0.870 0.322
H -0.3825 2.6410 -1.7790 -0.674 -2.313 1.127 0.349
H 1.8460 -2.6483 0.4286 -0.120 1.341 -0.948 0.262
H 2.2970 -1.3588 -0.8038 -1.332 -1.030 1.646 0.265
```
Forces are in eV/Å.